A structure of composition C40H49F27HgNO16S. Source: the OMol25 dataset; level of theory: ωB97M-V/def2-TZVPD.

Calculated values
Energy relative to the best compared isomer or geometry (same formula, charge and spin), kJ/mol: 296.6
HOMO level, eV: -11.15
LUMO energy, eV: -5.751
Orbital gap, eV: 5.40
E_tot, Ha: -6059.89780
Charge: +1

```
135
Properties=species:S:1:pos:R:3:forces:R:3:lowdin_charge:R:1
Hg 3.3317 -2.9515 1.0054 -0.49 1.72 -0.63 1.329
C -0.1469 0.3553 0.2223 2.32 -1.04 -0.37 -0.591
F -0.9826 -0.6290 0.5169 -0.59 -0.04 -0.30 0.125
F -0.7411 1.3103 -0.5017 0.24 -0.52 0.80 0.152
F 0.3045 0.8055 1.4111 -0.23 0.57 -0.66 0.111
S 1.3514 -0.3968 -0.8283 -1.59 0.53 -1.82 0.515
O 0.6445 -1.0285 -1.9399 0.11 0.16 0.92 -0.318
O 2.1186 0.7498 -1.2537 0.25 0.08 0.85 -0.298
O 2.0774 -1.3714 -0.0149 -0.29 0.57 0.46 -0.431
C -1.7546 6.9967 1.4343 -0.37 -0.30 0.63 -0.066
C -0.9593 7.6522 0.3159 -1.98 1.07 1.26 -0.470
C -0.8607 9.2204 0.6621 0.48 0.67 -2.84 -0.318
F -2.0285 9.9201 0.6940 -0.37 -1.10 -0.02 0.085
F -0.2172 9.5317 1.7636 0.65 -0.74 2.02 0.119
F 0.2400 7.1466 0.1654 2.06 -0.31 0.78 0.140
F -1.4863 7.4795 -0.9080 -1.14 0.56 -0.24 0.137
O -1.9798 5.5947 1.2142 -0.06 -1.47 1.48 0.020
C -1.9466 4.7546 2.4168 -1.18 2.45 -2.19 -0.513
C -2.2035 3.2898 2.0168 0.41 -0.89 -1.49 -0.299
F -1.9920 2.3827 2.9887 0.36 0.39 1.11 0.093
F -3.4604 3.0820 1.6086 -0.69 0.67 -0.05 0.117
F -0.7928 4.9465 2.9829 2.12 -0.63 0.80 0.184
F -2.8366 5.2032 3.3072 -0.84 -0.16 0.11 0.165
H -2.6896 7.5300 1.6059 -0.33 -0.11 -0.67 0.149
H -1.2506 7.2178 2.3751 0.60 -0.39 -0.04 0.142
H -0.2615 9.6797 -0.1241 -0.08 -0.25 -0.58 0.164
H -1.5585 2.9808 1.1942 0.29 0.53 -0.12 0.151
C 1.7002 4.8192 -1.7207 -0.79 0.46 0.50 -0.059
C 2.7858 5.0021 -0.6246 -0.35 -0.53 0.17 -0.447
C 2.9465 3.7235 0.2183 -0.22 -2.16 -1.15 -0.268
F 3.9959 3.6574 1.0800 -0.20 1.02 0.58 0.072
F 1.8061 3.2891 0.8714 0.86 1.02 -0.34 0.069
F 3.9636 5.1898 -1.2267 1.08 0.04 -0.34 0.136
F 2.5756 6.0812 0.1622 -0.42 -0.12 -0.31 0.125
O 1.9207 3.6693 -2.5247 -0.41 -1.15 -1.31 -0.011
C 0.9693 3.4564 -3.6158 0.16 1.62 2.79 -0.430
C 1.2814 2.1237 -4.2873 -0.60 -2.13 0.36 -0.322
F 0.6856 1.7515 -5.4432 -1.19 1.23 -0.01 0.110
F 2.5517 2.0414 -4.5797 2.70 0.59 -0.16 0.120
F -0.2642 3.3638 -3.0322 0.60 0.17 -0.84 0.133
F 1.0177 4.5469 -4.3880 -0.35 -0.47 -0.35 0.172
H 1.6578 5.6952 -2.3679 0.19 0.27 0.32 0.151
H 0.7721 4.7472 -1.1536 -0.32 -0.07 -0.21 0.135
H 3.2103 2.9654 -0.5191 -0.50 -0.23 -0.19 0.138
H 1.0637 1.3171 -3.5873 -0.28 0.26 0.52 0.149
C -7.0231 -4.2822 2.7705 -0.09 0.09 2.38 -0.036
C -8.5508 -4.4584 2.4393 2.72 1.50 -0.57 -0.462
C -8.7585 -4.3045 0.9324 -3.28 -0.98 0.23 -0.345
F -8.7423 -3.0667 0.4262 0.90 0.28 0.27 0.121
F -7.9805 -5.1496 0.2510 1.00 0.13 -0.13 0.121
F -8.9639 -5.6688 2.8109 0.28 -0.81 -0.12 0.146
F -9.3274 -3.5980 3.1311 0.31 0.45 -0.33 0.135
O -6.4377 -3.0366 2.3630 1.46 0.57 -0.71 0.027
C -5.1033 -3.0902 1.8946 -2.51 -0.64 -0.04 -0.546
C -4.6589 -1.7390 1.3983 -0.70 1.56 1.82 -0.333
F -3.4004 -1.7372 0.9719 1.19 -0.59 -0.16 0.102
F -5.3967 -1.2545 0.4143 -0.95 -0.21 -0.73 0.142
F -4.2095 -3.5122 2.8212 -0.18 0.02 0.31 0.141
F -5.0890 -3.9471 0.9023 0.68 -1.36 -1.25 0.183
H -6.4044 -5.1537 2.5563 -0.35 0.03 -0.70 0.147
H -6.9779 -4.1889 3.8555 -0.30 -0.40 0.27 0.139
H -9.7804 -4.6701 0.8316 -0.34 -0.02 -0.47 0.167
H -4.7459 -1.0760 2.2590 0.11 0.35 0.08 0.179
O -2.7281 2.0900 -4.2128 0.23 -1.81 1.31 0.088
C -2.8498 1.2173 -3.3534 0.38 3.42 -3.21 -0.475
O -3.6077 1.4985 -2.2982 0.15 1.48 -0.01 0.056
C -3.8199 0.4151 -1.4786 0.14 -1.17 0.79 -0.193
C -3.0726 -0.7282 -2.1545 0.89 -1.58 0.40 -0.129
C -2.2824 -0.1518 -3.3436 -1.16 -0.61 -0.18 -0.053
H -4.8998 0.3252 -1.3604 0.11 -0.48 -0.10 0.126
H -3.3865 0.5143 -0.4834 -0.08 0.71 0.12 0.100
H -3.7883 -1.5134 -2.3984 0.32 -0.13 -0.35 0.124
H -2.3123 -1.1386 -1.4900 -0.42 -0.25 0.31 0.069
H -2.4821 -0.6901 -4.2702 -0.53 0.33 -0.16 0.133
H -1.1927 -0.1638 -3.3656 0.00 0.19 0.96 0.102
O 3.4326 -3.6135 -1.2051 0.01 -0.06 1.56 0.008
C 3.4126 -3.7742 -2.3946 0.03 -0.77 -2.22 -0.429
O 4.3233 -4.5478 -2.9927 0.65 -0.20 1.61 0.044
C 4.1495 -4.6752 -4.4022 -1.09 1.73 -0.16 -0.097
C 3.2804 -3.4091 -4.6733 0.95 -0.66 -1.95 -0.145
C 2.4561 -3.2146 -3.4524 0.85 0.10 0.94 -0.054
H 3.6270 -5.6167 -4.5718 0.17 0.05 -0.30 0.135
H 5.1066 -4.5858 -4.9162 -0.05 -0.42 0.28 0.134
H 2.8145 -3.4731 -5.6566 -0.58 -0.12 0.29 0.129
H 3.9129 -2.5274 -4.7758 0.44 -0.14 0.07 0.113
H 1.5403 -3.8055 -3.4331 -0.24 0.46 0.18 0.129
H 2.3944 -2.1452 -3.2509 -1.06 -0.24 0.20 0.106
O 1.0874 -3.0142 1.9109 -0.36 -0.24 0.99 -0.006
C 0.4320 -2.9012 2.9530 0.23 0.31 1.25 -0.404
O 0.0101 -3.9331 3.6590 0.37 -1.65 -1.13 0.061
C -0.5450 -3.6301 4.9497 0.26 0.24 0.49 -0.110
C -0.8078 -2.1446 4.8804 -1.40 -0.02 0.31 -0.142
C 0.0733 -1.6723 3.7812 1.11 0.82 -1.20 -0.062
H 0.1965 -3.8887 5.7056 0.20 -0.04 -0.15 0.133
H -1.4273 -4.2349 5.1587 0.08 -0.02 -0.49 0.137
H -0.6511 -1.6365 5.8318 0.00 -0.04 -0.14 0.132
H -1.8462 -2.0083 4.5782 -0.10 0.15 0.18 0.121
H 1.0155 -1.3159 4.1975 0.28 0.19 -0.25 0.131
H -0.3304 -0.8744 3.1579 0.08 -0.04 0.07 0.121
O -2.5140 -6.7500 -2.2814 1.31 2.41 1.96 0.101
C -1.9371 -5.8826 -1.6237 -0.71 -2.00 -1.18 -0.412
O -2.3238 -5.4860 -0.3668 -0.05 -0.38 -0.77 0.027
C -1.4981 -4.4353 0.1287 1.23 0.67 -0.90 -0.148
C -0.6569 -3.9341 -1.0785 -1.03 0.38 0.40 -0.151
C -0.6378 -5.1594 -1.9863 -0.04 0.82 0.00 -0.074
H -0.7470 -4.7832 0.8379 -0.63 -0.37 0.59 0.113
H -2.1272 -3.6215 0.4894 0.07 -0.37 0.36 0.104
H 0.2768 -3.4563 -0.7819 0.19 -0.48 0.03 0.084
H -1.2216 -3.1061 -1.5070 0.00 -0.15 -0.52 0.097
H 0.2023 -5.8202 -1.7723 -0.02 -0.18 0.08 0.126
H -0.5767 -4.8637 -3.0337 -0.27 -0.38 -0.03 0.117
O 3.5854 -1.0550 2.5468 -0.28 0.31 0.11 0.002
C 3.8231 0.0669 2.9529 0.14 -0.13 1.05 -0.409
O 2.9048 0.7893 3.6319 -0.07 -0.88 -0.90 0.051
C 3.5140 1.9708 4.1684 -0.30 0.79 0.48 -0.141
C 4.9578 1.6472 4.2085 1.18 0.88 2.05 -0.182
C 5.1554 0.8072 3.0222 0.18 -0.82 -1.38 -0.077
H 3.1167 2.1656 5.1645 -0.29 -0.09 -0.24 0.141
H 3.3657 2.8379 3.5248 -0.51 -0.17 -0.16 0.125
H 5.2096 1.0977 5.1156 -0.18 -0.31 0.07 0.131
H 5.5539 2.5534 4.3166 0.10 0.01 -0.54 0.139
H 6.0141 0.1381 3.0770 -0.23 -0.10 -0.17 0.137
H 5.2433 1.4280 2.1306 0.01 -0.02 -0.26 0.125
C 4.6907 0.4931 -3.3256 0.62 -1.25 -0.16 -0.089
C 6.1329 0.1971 -2.7786 -1.44 1.64 -0.09 -0.183
C 6.2152 0.4484 -1.2386 1.02 0.65 -1.14 -0.155
C 5.6216 -0.5622 -0.4408 -0.40 -1.15 0.53 -0.166
N 5.1528 -1.3963 0.1892 -0.34 -0.67 0.14 0.176
H 4.0354 -0.3556 -3.1296 -0.15 -0.09 0.24 0.049
H 4.7255 0.5539 -4.4134 0.08 0.22 0.01 0.076
H 4.1652 1.3662 -2.9387 0.52 0.06 0.15 0.061
H 6.7721 0.9409 -3.2542 0.22 0.04 0.24 0.107
H 6.5308 -0.7627 -3.1080 -0.25 -0.16 0.39 0.111
H 5.7624 1.3866 -0.9178 -0.18 0.20 -0.43 0.127
H 7.2690 0.5505 -0.9794 0.08 -0.23 0.28 0.132
```
Forces are in eV/Å.